Entry from the Open Molecules 2025 dataset: an isolated molecule of C3H8FN3 at a distorted geometry (wB97M-V/def2-TZVPD).

## Properties
- max |F| (eV/Å) = 3.43
- highest occupied orbital energy (Ha) = -0.339
- energy relative to the best compared isomer or geometry (same formula, charge and spin) (kcal per mole) = 35.4
- 2S+1 = 1
- Kohn-Sham gap (Eh) = 0.367
- total charge = 0

Each atom is followed by the atoms it is bonded to, with distances in Å.
Cartesian coordinates (Å):
1 F -1.192 -1.233 1.278  C5 1.397
2 N 0.847 0.771 -1.066  N3 1.399, C6 1.407, H13 1.077
3 N -0.348 0.047 -1.119  N2 1.399, C7 1.476, H14 1.033
4 N 1.985 -0.728 0.380  C6 1.266, H9 1.054
5 C -1.305 0.152 1.137  F1 1.397, C7 1.510, H10 1.166, H15 1.095
6 C 1.970 0.293 -0.367  N2 1.407, N4 1.266, H12 1.082
7 C -1.420 0.631 -0.290  N3 1.476, C5 1.510, H8 1.193, H11 1.266
8 H -2.478 0.344 -0.762  C7 1.193
9 H 1.116 -1.304 0.225  N4 1.054
10 H -0.313 0.628 1.526  C5 1.166
11 H -1.253 1.877 -0.139  C7 1.266
12 H 2.780 0.991 -0.528  C6 1.082
13 H 0.984 1.489 -1.858  N2 1.077
14 H -0.788 -0.323 -1.977  N3 1.033
15 H -2.190 0.321 1.759  C5 1.095